{
  "formula": "C11H8NOS",
  "method": "ωB97M-V with the def2-TZVPD basis set",
  "lumo_ev": 3.5,
  "homo_energy_ev": -3.215,
  "smiles": "[O-]C(=S)N1C=CC=Cc2ccccc21",
  "gap_ev": 6.71,
  "total_charge": -1,
  "species": ["O", "C", "S", "N", "C", "C", "C", "C", "C", "C", "C", "C", "C", "C", "H", "H", "H", "H", "H", "H", "H", "H"],
  "xyz": [[2.452, -2.479, -0.520], [1.580, -2.836, -1.234], [1.246, -4.045, -2.174], [0.179, -1.671, -1.024], [-0.872, -1.594, -1.920], [-1.537, -0.443, -2.139], [-1.110, 0.947, -1.864], [-0.181, 1.369, -0.924], [0.371, 0.557, 0.181], [0.395, 1.091, 1.426], [0.778, 0.364, 2.569], [1.044, -1.001, 2.396], [0.752, -1.598, 1.196], [0.433, -0.836, 0.082], [-0.945, -2.442, -2.551], [-2.510, -0.386, -2.689], [-1.795, 1.561, -2.420], [0.092, 2.445, -0.873], [0.424, 2.174, 1.528], [0.805, 0.998, 3.470], [1.536, -1.633, 3.138], [0.882, -2.714, 1.229]],
  "nbo_charge": [-0.61, 0.43, -0.29, -0.57, 0.09, -0.43, -0.17, -0.27, -0.10, -0.20, -0.25, -0.23, -0.19, 0.19, 0.21, 0.18, 0.19, 0.19, 0.19, 0.20, 0.20, 0.23]
}